{"formula": "C36H78O26P4", "method": "ωB97M-V/def2-TZVPD", "species": ["C", "C", "C", "C", "C", "C", "O", "O", "H", "H", "H", "H", "H", "H", "C", "C", "C", "C", "C", "C", "O", "O", "H", "H", "H", "H", "H", "H", "C", "O", "P", "O", "O", "C", "O", "C", "H", "H", "H", "H", "H", "H", "H", "H", "H", "C", "O", "P", "O", "O", "C", "O", "C", "H", "H", "H", "H", "H", "H", "H", "H", "H", "C", "O", "P", "O", "O", "C", "O", "C", "H", "H", "H", "H", "H", "H", "H", "H", "H", "C", "O", "P", "O", "O", "C", "O", "C", "H", "H", "H", "H", "H", "H", "H", "H", "H", "C", "O", "C", "C", "O", "C", "H", "H", "H", "H", "H", "H", "H", "H", "H", "H", "C", "O", "C", "C", "O", "C", "H", "H", "H", "H", "H", "H", "H", "H", "H", "H", "C", "O", "C", "C", "O", "C", "H", "H", "H", "H", "H", "H", "H", "H", "H", "H"], "coordinates": [[-27.763, 5.193, 8.065], [-28.035, 5.472, 9.389], [-28.110, 4.438, 10.312], [-27.820, 3.144, 9.913], [-27.666, 2.855, 8.559], [-27.582, 3.886, 7.644], [-27.411, 3.686, 6.303], [-28.465, 4.764, 11.603], [-27.716, 5.958, 7.300], [-28.132, 6.508, 9.683], [-27.816, 2.299, 10.595], [-27.583, 1.858, 8.139], [-27.764, 2.844, 5.998], [-28.766, 3.980, 12.069], [-36.226, 4.454, 6.621], [-35.322, 5.354, 7.156], [-34.460, 6.027, 6.304], [-34.540, 5.872, 4.930], [-35.508, 5.024, 4.415], [-36.356, 4.307, 5.249], [-37.397, 3.554, 4.781], [-33.330, 6.689, 6.753], [-36.867, 3.914, 7.309], [-35.119, 5.379, 8.220], [-33.840, 6.329, 4.243], [-35.742, 5.053, 3.354], [-37.268, 3.307, 3.861], [-33.351, 6.800, 7.710], [-27.253, 13.541, 1.279], [-25.974, 13.012, 0.977], [-24.736, 13.710, 1.685], [-24.744, 13.756, 3.144], [-23.497, 13.014, 1.021], [-22.718, 12.025, 1.694], [-24.782, 15.128, 0.968], [-23.945, 16.172, 1.433], [-27.974, 12.936, 0.729], [-27.385, 14.538, 0.846], [-27.457, 13.583, 2.347], [-21.802, 12.455, 2.099], [-22.400, 11.289, 0.956], [-23.293, 11.504, 2.453], [-24.511, 16.919, 1.991], [-23.528, 16.707, 0.577], [-23.119, 15.799, 2.037], [-29.962, 7.809, 5.524], [-30.336, 9.049, 4.903], [-30.673, 9.040, 3.360], [-29.799, 8.295, 2.462], [-32.176, 8.583, 3.258], [-33.230, 9.257, 3.940], [-30.702, 10.598, 3.116], [-29.732, 11.244, 2.297], [-28.933, 7.875, 5.865], [-30.116, 6.974, 4.836], [-30.621, 7.609, 6.371], [-34.174, 8.920, 3.515], [-33.175, 10.342, 3.881], [-33.225, 8.926, 4.981], [-30.111, 12.141, 1.823], [-29.287, 10.570, 1.567], [-28.948, 11.546, 2.999], [-32.340, 12.754, 6.886], [-33.220, 11.646, 6.752], [-34.770, 11.966, 6.672], [-35.261, 12.718, 7.823], [-35.047, 12.594, 5.259], [-35.578, 13.904, 5.135], [-35.405, 10.541, 6.455], [-34.971, 9.419, 7.241], [-32.148, 12.968, 7.940], [-32.710, 13.663, 6.405], [-31.374, 12.520, 6.439], [-34.908, 14.528, 4.554], [-35.726, 14.412, 6.088], [-36.530, 13.833, 4.607], [-34.154, 9.656, 7.919], [-34.592, 8.666, 6.555], [-35.834, 8.985, 7.742], [-34.360, 10.742, 0.778], [-33.334, 10.166, -0.087], [-33.225, 8.655, -0.449], [-33.958, 8.258, -1.635], [-31.668, 8.556, -0.489], [-30.922, 7.621, -1.256], [-33.675, 7.842, 0.841], [-33.835, 6.434, 0.733], [-33.855, 10.943, 1.719], [-35.100, 9.971, 0.990], [-34.772, 11.631, 0.319], [-30.309, 7.019, -0.587], [-30.304, 8.167, -1.964], [-31.575, 6.939, -1.806], [-33.250, 5.974, -0.073], [-34.862, 6.156, 0.487], [-33.503, 5.946, 1.648], [-30.343, -0.044, 7.037], [-31.039, 0.307, 5.888], [-32.320, 0.892, 6.210], [-32.844, 1.587, 4.997], [-32.119, 2.739, 4.588], [-32.007, 3.687, 5.616], [-29.973, 0.867, 7.534], [-29.484, -0.672, 6.795], [-30.913, -0.637, 7.769], [-32.189, 1.517, 7.101], [-32.935, 0.036, 6.521], [-33.881, 1.921, 5.176], [-32.903, 0.917, 4.140], [-31.262, 3.362, 6.352], [-32.980, 3.934, 6.048], [-31.595, 4.607, 5.198], [-32.313, 16.463, 1.838], [-31.709, 15.401, 2.540], [-31.154, 14.442, 1.698], [-32.110, 13.471, 1.038], [-32.864, 14.027, -0.052], [-32.095, 14.481, -1.132], [-31.551, 17.096, 1.370], [-32.888, 17.082, 2.527], [-33.028, 16.099, 1.096], [-30.472, 13.835, 2.309], [-30.446, 14.909, 0.994], [-32.921, 13.230, 1.727], [-31.581, 12.570, 0.711], [-31.068, 14.105, -1.118], [-32.034, 15.577, -1.153], [-32.566, 14.168, -2.065], [-27.480, 6.224, 2.468], [-26.496, 6.981, 3.091], [-26.714, 8.374, 3.075], [-25.438, 9.085, 3.454], [-24.747, 9.595, 2.332], [-24.057, 8.576, 1.616], [-27.615, 6.533, 1.420], [-28.449, 6.193, 2.970], [-27.136, 5.188, 2.384], [-27.470, 8.624, 3.836], [-27.070, 8.839, 2.149], [-24.773, 8.470, 4.077], [-25.678, 9.940, 4.092], [-24.696, 7.721, 1.400], [-23.212, 8.241, 2.235], [-23.638, 9.043, 0.729]], "lowdin_charge": [-0.01, -0.01, -0.33, -0.02, -0.03, -0.34, 0.04, 0.04, 0.11, 0.12, 0.11, 0.11, 0.10, 0.10, -0.01, -0.02, -0.35, -0.02, -0.01, -0.33, 0.05, 0.00, 0.12, 0.12, 0.11, 0.12, 0.11, 0.11, -0.12, -0.19, 0.33, -0.22, -0.19, -0.08, -0.21, -0.10, 0.08, 0.09, 0.09, 0.09, 0.08, 0.07, 0.09, 0.09, 0.09, -0.08, -0.20, 0.34, -0.21, -0.20, -0.08, -0.19, -0.09, 0.08, 0.08, 0.08, 0.09, 0.08, 0.07, 0.03, 0.09, 0.10, -0.09, -0.22, 0.32, -0.22, -0.20, -0.10, -0.19, -0.08, 0.09, 0.09, 0.09, 0.08, 0.08, 0.09, 0.09, 0.05, 0.10, -0.04, -0.20, 0.29, -0.21, -0.20, -0.08, -0.23, -0.09, 0.06, 0.09, 0.09, 0.09, 0.09, 0.08, 0.09, 0.09, 0.08, -0.14, -0.18, -0.20, -0.20, -0.17, -0.11, 0.08, 0.09, 0.09, 0.11, 0.13, 0.12, 0.13, 0.09, 0.08, 0.09, -0.10, -0.16, -0.24, -0.18, -0.20, -0.12, 0.09, 0.09, 0.08, 0.11, 0.13, 0.13, 0.11, 0.09, 0.08, 0.09, -0.13, -0.17, -0.22, -0.20, -0.22, -0.09, 0.09, 0.07, 0.09, 0.11, 0.13, 0.13, 0.13, 0.09, 0.09, 0.08], "e_homo_ev": -8.4, "molar_mass_g_mol": 1050.89, "lumo_energy_ha": 0.007, "multiplicity": 1, "homo_lumo_gap_ev": 8.54}